No. 1
Below is a 2-piece molecular cluster, C24H19N2O5S2 overall, with properties calculated with ωB97M-V/def2-TZVPD.

The frontier orbital gap is 0.26484 hartree. Its net charge is -1.

The geometry in XYZ format:
```
52
Properties=species:S:1:pos:R:3:mulliken_charge:R:1
C -5.568 0.476 2.777 -0.782
O -4.797 -0.719 2.972 -0.471
C -3.495 -0.720 2.590 0.903
C -2.861 -1.978 2.658 -0.817
C -1.594 -2.113 2.162 -0.158
C -0.859 -0.992 1.724 0.241
C 0.573 -1.214 1.544 -1.680
C 1.482 -0.523 2.332 1.441
C 2.903 -0.722 2.407 0.145
N 4.050 -0.730 2.677 -0.742
C 1.038 0.472 3.243 -0.132
N 0.696 1.352 3.944 -0.698
C -1.504 0.261 1.630 0.301
C -2.838 0.391 2.007 -0.890
H -6.519 0.213 3.238 0.256
H -5.113 1.336 3.288 0.326
H -5.698 0.694 1.705 0.288
H -3.412 -2.811 3.086 0.396
H -1.124 -3.096 2.132 0.432
H 0.793 -2.133 1.001 0.810
H -0.980 1.113 1.195 0.466
H -3.378 1.334 1.873 0.345
C 5.617 2.532 -0.771 -0.327
C 5.887 1.192 -0.454 -0.643
C 4.866 0.235 -0.501 -0.247
C 3.560 0.636 -0.817 -0.113
S 2.144 -0.446 -0.605 1.901
C 1.688 -1.337 -1.934 -1.115
S 0.225 -2.092 -2.390 1.143
C -1.061 -0.837 -2.615 0.156
C -2.002 -0.594 -1.611 -0.366
C -2.997 0.367 -1.795 -0.347
C -3.079 1.071 -3.003 -0.568
C -2.141 0.816 -4.012 -0.467
C -1.141 -0.138 -3.819 -0.523
O 0.502 -2.660 -3.697 -0.757
O -0.307 -2.929 -1.331 -0.648
O 2.740 -1.403 0.338 -0.820
O 1.093 0.499 -0.249 -0.509
C 3.277 1.981 -1.060 -0.370
C 4.307 2.923 -1.082 -0.710
H 6.425 3.271 -0.771 0.352
H 6.897 0.881 -0.168 0.341
H 5.072 -0.805 -0.249 0.370
H 2.507 -1.472 -2.645 0.460
H -1.974 -1.159 -0.680 0.528
H -3.717 0.540 -0.988 0.431
H -3.880 1.800 -3.160 0.353
H -2.180 1.343 -4.968 0.355
H -0.425 -0.354 -4.610 0.386
H 2.244 2.295 -1.196 0.424
H 4.061 3.956 -1.343 0.351
```

---

No. 2
Below is a 3-piece molecular cluster, C4H15NO2 overall, with properties calculated with ωB97M-V/def2-TZVPD.

The frontier orbital gap is 0.34523 hartree. Its net charge is 0. As for the structure (SMILES): CC(C)CN.O.O.

The geometry in XYZ format:
```
22
Properties=species:S:1:pos:R:3:mulliken_charge:R:1
C 1.605 -0.174 0.212 -0.479
C 0.992 0.368 1.418 0.813
C 0.218 1.659 1.158 -1.321
C 0.245 -0.681 2.283 -1.456
N 2.728 0.691 -0.376 -0.506
H 0.826 -0.085 -0.569 -0.093
H 2.108 -1.089 0.149 0.589
H 1.777 0.532 2.205 0.052
H -0.636 1.449 0.460 0.235
H 0.940 2.265 0.612 0.354
H -0.187 2.170 2.014 0.400
H 0.954 -1.594 2.493 0.293
H 0.252 -0.156 3.188 0.439
H -0.745 -1.013 2.042 0.359
H 2.687 1.378 -1.145 0.167
H 3.587 0.217 -0.277 0.174
H -3.181 -0.657 -1.908 0.337
H -3.648 0.438 -0.930 0.313
O -3.748 0.102 -1.872 -0.652
H -0.633 -2.392 -1.930 0.334
H -0.738 -0.881 -2.375 0.333
O -1.354 -1.658 -2.107 -0.686
```

---

No. 3
Below is a 2-piece molecular cluster, C4H7NO overall, with properties calculated with ωB97M-V/def2-TZVPD.

The frontier orbital gap (spin up / spin down) is 0.30106 / 0.30113 hartree. Its net charge is 0.

The geometry in XYZ format:
```
13
Properties=species:S:1:pos:R:3:mulliken_charge:R:1
C 0.063 2.404 0.780 -0.631
N 0.943 1.537 0.050 -0.151
C 1.116 0.410 -0.263 0.110
C 0.484 -1.524 -0.553 -0.322
C -0.144 -1.899 0.711 -0.252
O -0.589 -0.588 0.764 -0.615
H -0.694 1.783 1.266 0.308
H -0.404 3.105 0.085 0.256
H 0.634 2.970 1.519 0.254
H 1.504 -1.771 -0.826 0.290
H -0.193 -1.389 -1.389 0.283
H -0.931 -2.671 0.649 0.245
H 0.574 -2.188 1.496 0.226
```

---

No. 4
Below is a 2-piece molecular cluster, C5H11NS overall, with properties calculated with ωB97M-V/def2-TZVPD.

The frontier orbital gap is 0.15049 hartree. Its net charge is 0.

The geometry in XYZ format:
```
18
Properties=species:S:1:pos:R:3:mulliken_charge:R:1
C -0.075 -1.618 -0.508 0.067
C -0.003 -1.300 -1.841 -0.828
C 0.938 -1.041 0.422 -0.533
N 1.395 -2.295 0.014 -0.498
H -0.890 -2.189 -0.090 0.424
H 0.686 -0.525 -2.159 0.281
H -0.606 -1.783 -2.605 0.293
H 1.439 -0.136 0.089 0.417
H 0.666 -0.984 1.490 0.292
H 1.967 -2.125 -0.825 0.380
C -0.695 2.111 0.023 -0.776
C -0.814 1.422 1.372 -0.409
S 0.728 1.196 2.277 -0.362
H -0.354 1.411 -0.736 0.070
H 0.031 2.932 0.079 0.266
H -1.653 2.500 -0.311 0.357
H -1.289 0.441 1.269 0.208
H -1.470 1.982 2.041 0.351
```

---

ΔE to the lowest compared entry with this formula, charge and spin, record by record: 13.1, 50.3, 141.5, 130.7 kcal/mol
Maximum force, record by record: 3.39, 5.42, 1.19, 1.22 eV Å⁻¹
Electronic energy, record by record: -2207.9559, -366.5711, -286.4062, -649.8308 Ha